(1)
{"formula": "C2H5BrO", "method": "ωB97M-V/def2-TZVPD", "max_force_ha_per_bohr": 0.066, "smiles": "C[C@H](O)Br", "relative_energy_kj_mol": 8.5, "charge": 0, "orbital_gap_ev": 11.2, "molar_mass_g_mol": 125.0, "energy_ha": -2728.442843, "symbols": ["C", "C", "O", "Br", "H", "H", "H", "H", "H"], "positions_angstrom": [[-0.184, 0.575, 0.100], [0.836, -0.303, -0.537], [0.402, -1.697, -0.355], [2.617, 0.093, 0.120], [0.047, 1.640, -0.239], [-1.130, 0.277, -0.285], [-0.196, 0.437, 1.133], [0.840, -0.158, -1.586], [0.825, -2.257, -0.961]]}

---

(2)
{"formula": "C2H5BrOS", "method": "ωB97M-V/def2-TZVPD", "max_force_ha_per_bohr": 0.047, "smiles": "O=CBr.CS", "relative_energy_kj_mol": 82.6, "charge": 0, "orbital_gap_ev": 9.8, "molar_mass_g_mol": 157.0, "energy_ha": -3126.600868, "symbols": ["C", "C", "O", "S", "Br", "H", "H", "H", "H", "H"], "positions_angstrom": [[-0.529, -0.248, 1.295], [1.757, 0.630, -2.988], [1.111, 0.659, -3.989], [1.199, 0.100, 0.935], [3.331, -0.450, -2.816], [-0.907, -1.306, 1.463], [-1.067, 0.174, 0.392], [-0.737, 0.518, 2.083], [1.505, 1.349, -2.237], [0.982, 1.415, 1.241]]}

---

(3)
{"formula": "C2H5BrS", "method": "ωB97M-V/def2-TZVPD", "max_force_ha_per_bohr": 0.069, "relative_energy_kj_mol": 367.4, "charge": 0, "orbital_gap_ev": [7.9, 8.6], "molar_mass_g_mol": 141.0, "energy_ha": -3051.244899, "symbols": ["C", "C", "S", "Br", "H", "H", "H", "H", "H"], "positions_angstrom": [[-0.475, 0.054, 0.754], [-0.267, -0.155, -0.726], [-0.718, 1.123, -1.846], [-0.902, -1.873, -1.075], [-1.441, -0.224, 1.214], [0.259, -0.441, 1.230], [-0.492, 1.087, 0.978], [1.744, -0.180, -1.059], [-1.137, 0.167, -2.661]]}

---

(4)
{"formula": "C2H5BrS", "method": "ωB97M-V/def2-TZVPD", "max_force_ha_per_bohr": 0.057, "relative_energy_kj_mol": 577.6, "charge": 0, "orbital_gap_ev": [5.1, 4.1], "molar_mass_g_mol": 141.0, "energy_ha": -3051.164855, "symbols": ["C", "C", "S", "Br", "H", "H", "H", "H", "H"], "positions_angstrom": [[-0.611, 0.826, 0.658], [0.252, -0.305, 0.114], [-0.367, -1.964, -0.050], [1.982, 0.088, -0.068], [-0.631, 1.707, -0.043], [-1.554, 0.431, 1.167], [0.029, 1.093, 1.480], [0.248, 0.546, -2.580], [0.651, -2.424, -0.677]]}

---

(5)
{"formula": "C2H5BrSi", "method": "ωB97M-V/def2-TZVPD", "max_force_ha_per_bohr": 0.091, "smiles": "C#C[SiH3].Br", "relative_energy_kj_mol": 313.5, "charge": 0, "orbital_gap_ev": 11.3, "molar_mass_g_mol": 137.1, "energy_ha": -2942.590077, "symbols": ["C", "C", "Si", "Br", "H", "H", "H", "H", "H"], "positions_angstrom": [[0.035, 0.012, 0.376], [-1.093, -0.437, 0.374], [1.743, 0.390, 0.938], [-2.625, 0.204, -3.388], [-2.730, -0.697, -2.434], [-1.898, -1.001, 0.245], [1.666, 1.829, 1.247], [3.162, -0.079, 0.363], [1.739, -0.221, 2.279]]}

---

(6)
{"formula": "C2H5Cl2N2", "method": "ωB97M-V/def2-TZVPD", "max_force_ha_per_bohr": 0.010, "relative_energy_kj_mol": 78.6, "charge": 1, "orbital_gap_ev": 10.2, "molar_mass_g_mol": 128.0, "energy_ha": -1108.814609, "symbols": ["C", "C", "N", "N", "Cl", "Cl", "H", "H", "H", "H", "H"], "positions_angstrom": [[1.312, -0.112, -0.347], [-1.966, -0.589, -0.313], [1.730, 0.904, 0.349], [-0.936, -0.265, 0.324], [1.697, -1.671, 0.098], [-3.547, -0.031, -0.010], [0.895, 0.044, -1.337], [-1.885, -1.293, -1.132], [1.593, 1.855, 0.026], [2.176, 0.766, 1.250], [-1.069, 0.391, 1.093]]}

---

(7)
{"formula": "C2H5Cl2P", "method": "ωB97M-V/def2-TZVPD", "max_force_ha_per_bohr": 0.073, "multiplicity": 3, "relative_energy_kj_mol": 131.4, "charge": 0, "orbital_gap_ev": [6.1, 8.4], "molar_mass_g_mol": 130.9, "energy_ha": -1340.807989, "symbols": ["C", "C", "P", "Cl", "Cl", "H", "H", "H", "H", "H"], "positions_angstrom": [[0.413, -0.593, 1.596], [0.548, 0.400, -1.207], [-0.556, 0.004, 0.272], [-1.934, 1.615, 0.060], [-1.708, -1.489, -0.293], [-0.081, -1.173, 2.462], [1.155, 0.176, 1.793], [-0.238, 0.642, -1.965], [1.421, 1.064, -1.152], [0.980, -0.647, -1.566]]}

---

(8)
{"formula": "C2H5Cl3O2SSi", "method": "ωB97M-V/def2-TZVPD", "max_force_ha_per_bohr": 0.081, "relative_energy_kj_mol": 163.7, "charge": 0, "orbital_gap_ev": [8.2, 8.2], "molar_mass_g_mol": 227.6, "energy_ha": -2297.976497, "symbols": ["C", "C", "O", "O", "Si", "S", "Cl", "Cl", "Cl", "H", "H", "H", "H", "H"], "positions_angstrom": [[-0.145, 0.691, -1.212], [-0.408, -0.970, 1.542], [-0.711, 2.367, 2.003], [-2.385, 0.892, 3.131], [-1.229, -0.422, -0.048], [-1.052, 1.143, 2.712], [-3.094, 0.435, 0.259], [-1.633, -2.096, -1.138], [0.188, 0.826, 4.387], [-0.631, 0.646, -2.186], [-0.025, 1.721, -0.947], [0.812, 0.250, -1.503], [-0.890, -1.553, 2.251], [0.743, -1.035, 1.450]]}

---

(9)
{"formula": "C2H5Cl3PS", "method": "ωB97M-V/def2-TZVPD", "max_force_ha_per_bohr": 0.100, "relative_energy_kj_mol": 74.1, "charge": 1, "orbital_gap_ev": 7.9, "molar_mass_g_mol": 198.5, "energy_ha": -2199.033231, "symbols": ["C", "C", "P", "S", "Cl", "Cl", "Cl", "H", "H", "H", "H", "H"], "positions_angstrom": [[-0.059, -0.197, 0.255], [0.074, 0.093, -1.009], [-3.002, -2.356, 1.491], [-1.593, -2.619, 0.114], [-2.303, -2.526, 3.441], [-3.927, -0.592, 1.526], [-4.388, -3.764, 1.123], [-0.551, 0.627, 0.872], [-0.904, -0.957, 0.335], [0.856, -0.572, 0.671], [0.936, -0.304, -1.603], [-0.564, 0.782, -1.522]]}

---

(10)
{"formula": "C2H5Cl4OSn", "method": "ωB97M-V/def2-TZVPD", "max_force_ha_per_bohr": 0.082, "relative_energy_kj_mol": 80.8, "charge": 1, "orbital_gap_ev": 4.6, "molar_mass_g_mol": 305.6, "energy_ha": -2209.059888, "symbols": ["Sn", "O", "H", "C", "Cl", "Cl", "H", "H", "C", "Cl", "Cl", "H", "H"], "positions_angstrom": [[3.251, 0.909, 3.436], [1.492, -0.382, 1.746], [1.125, -0.708, 0.913], [0.181, -1.227, -2.113], [-1.553, -1.300, -2.463], [1.010, -2.682, -2.582], [0.572, -0.321, -2.568], [0.251, -1.123, -1.032], [-1.061, 1.378, 0.989], [-1.804, 2.783, 0.146], [-2.349, 0.127, 1.163], [-0.311, 0.933, 0.351], [-0.804, 1.612, 2.014]]}

---

(11)
{"formula": "C2H5ClFN3", "method": "ωB97M-V/def2-TZVPD", "max_force_ha_per_bohr": 0.150, "smiles": "[H]/N=C(/NN)[C@H](F)Cl", "relative_energy_kj_mol": 174.1, "charge": 0, "orbital_gap_ev": 10.0, "molar_mass_g_mol": 125.5, "energy_ha": -803.432189, "symbols": ["C", "C", "H", "H", "H", "H", "H", "N", "N", "N", "F", "Cl"], "positions_angstrom": [[0.051, 0.124, 0.140], [-0.938, 0.976, 0.821], [1.515, -1.989, -0.731], [1.341, -0.837, -1.735], [-1.121, -1.395, -0.496], [1.492, 1.188, 0.817], [-1.283, 0.774, 1.965], [0.716, -1.554, -1.200], [-0.271, -1.028, -0.425], [1.249, 0.378, 0.077], [-2.060, 0.578, 0.069], [-0.691, 2.784, 0.698]]}

---

(12)
{"formula": "C2H5ClGaO", "method": "ωB97M-V/def2-TZVPD", "max_force_ha_per_bohr": 0.061, "charge": -1, "orbital_gap_ev": 8.7, "molar_mass_g_mol": 150.2, "energy_ha": -2539.437600, "symbols": ["O", "C", "Cl", "C", "Ga", "H", "H", "H", "H", "H"], "positions_angstrom": [[1.868, -0.669, 1.357], [1.537, -0.131, 0.388], [2.564, 1.292, -0.196], [0.379, -0.479, -0.465], [-1.446, 0.248, 0.192], [0.547, -0.042, -1.461], [0.348, -1.567, -0.615], [-2.493, -0.064, -1.007], [-1.983, -0.441, 1.531], [-1.320, 1.853, 0.278]]}

---

Q: Number 4 is which compound?
A: C2H5BrS